(1)
The following is a quantum chemistry calculation of a structure of composition C39H29BrF4N12O3SiSr, from OMol25.

Values from the calculation:
Frontier orbital gap (spin up / spin down)   5.3 / 5.0 eV
Net charge   -2
HOMO energy (spin up / spin down)   -2.18 / -1.90 eV

Positions of all 90 atoms, in Å:
Sr1 -0.660 0.178 0.488
Br1 4.906 5.235 0.458
C1 3.896 3.634 0.598
C2 3.829 2.978 1.823
C3 3.089 1.822 1.938
C4 2.370 1.273 0.851
O1 1.651 0.206 1.000
C5 2.478 1.954 -0.398
C6 1.844 1.479 -1.614
N1 1.089 0.452 -1.706
C7 0.711 -0.073 -2.969
C8 1.587 -0.002 -4.038
C9 1.544 -0.702 -5.278
C10 0.688 -1.641 -5.700
C11 -1.156 -1.498 -4.090
C12 -2.142 -2.548 -3.633
C13 -2.423 -2.792 -2.363
C14 -1.823 -1.947 -1.279
N2 -1.226 -0.717 -1.775
C15 -0.502 -0.804 -2.913
C16 3.235 3.126 -0.494
H1 4.351 3.382 2.681
H2 3.035 1.319 2.896
H3 2.091 2.067 -2.508
H4 2.495 0.563 -3.872
H5 2.320 -0.459 -5.996
H6 0.782 -2.092 -6.679
H7 -2.550 -3.157 -4.431
H8 -3.057 -3.638 -2.117
H9 -1.004 -2.586 -0.857
H10 3.286 3.640 -1.447
N3 -4.403 0.620 -2.052
N4 -4.338 1.476 -3.193
C17 -3.294 1.195 -4.070
N5 -2.725 2.261 -4.708
N6 -3.027 -0.060 -4.198
N7 -1.896 -0.455 -4.856
O2 -1.277 0.280 -5.699
O3 -0.354 -2.210 -5.021
H11 -3.421 0.487 -1.781
H12 -4.687 -0.283 -2.420
H13 -4.406 2.444 -2.917
H14 -2.600 3.086 -4.141
H15 -1.929 1.983 -5.275
C18 -3.478 -0.177 1.082
Si1 -2.884 -1.822 0.316
C19 -1.810 -2.667 1.657
C20 -4.437 -2.859 0.123
C21 -4.442 -4.236 0.353
C22 -5.586 -4.994 0.140
C23 -6.746 -4.387 -0.316
C24 -6.760 -3.021 -0.554
C25 -5.616 -2.265 -0.333
H16 -3.079 -0.116 2.102
H17 -4.559 -0.257 1.191
H18 -3.323 0.799 0.614
H19 -2.247 -2.565 2.653
H20 -0.754 -2.357 1.731
H21 -1.758 -3.737 1.439
H22 -3.548 -4.738 0.702
H23 -5.567 -6.061 0.328
H24 -7.638 -4.978 -0.487
H25 -7.661 -2.539 -0.912
H26 -5.656 -1.198 -0.525
N8 -0.471 3.913 0.738
C26 -0.519 2.754 0.700
C27 1.032 -0.623 3.774
H27 1.696 -0.801 2.929
H28 0.489 -1.534 4.029
H29 1.598 -0.278 4.640
F1 -1.139 5.077 3.564
C28 0.180 5.010 3.767
C29 0.937 6.146 3.596
F2 0.295 7.255 3.194
C30 2.321 6.206 3.865
C31 2.855 4.976 4.295
C32 2.091 3.849 4.479
F3 2.706 2.729 4.919
C33 0.730 3.815 4.217
C34 -0.087 2.619 4.518
C35 0.033 1.472 3.874
N9 0.052 0.387 3.329
C36 -0.986 2.596 5.637
N10 -1.699 2.567 6.540
F4 4.177 4.861 4.537
C37 3.103 7.399 3.740
C38 2.600 8.611 3.206
N11 2.265 9.637 2.790
C39 4.434 7.495 4.215
N12 5.512 7.648 4.608

Atom charges from the Löwdin analysis, given in e for atoms 1 to 8: Sr 1.300; Br 0.697; C -0.691; C -0.125; C -0.016; C -0.408; O -0.320; C -0.159

(2)
The following is a quantum chemistry calculation of a cluster of 6 separate species, C39H29ClF3INO20 in total, from OMol25.

Values from the calculation:
Frontier orbital gap   5.6 eV
Net charge   +1
HOMO energy   -10.80 eV

Positions of all 94 atoms, in Å:
C1 -3.121 0.118 -0.429
C2 -3.280 1.292 0.159
C3 -3.555 2.671 0.965
C4 -4.008 2.155 2.437
F1 -3.267 0.889 2.562
N1 -3.249 3.018 3.400
F2 -3.488 3.022 4.737
C5 -2.332 3.753 2.756
F3 -1.542 4.601 3.624
C6 -2.229 3.643 1.115
Cl1 -0.568 2.888 0.922
C7 -2.481 5.180 0.690
C8 -2.224 5.515 -0.869
C9 -3.474 6.477 -1.340
I1 -2.241 3.797 -2.208
H1 -2.984 -1.025 -0.553
H2 -4.330 3.323 0.384
H3 -5.150 2.043 2.569
H4 -1.715 5.823 1.295
H5 -3.581 5.458 0.937
H6 -1.242 6.088 -1.025
H7 -3.453 6.674 -2.470
H8 -4.444 5.948 -0.983
H9 -3.365 7.441 -0.704
C10 -0.330 -3.477 1.681
C11 -0.151 -2.179 1.433
C12 0.710 -1.715 0.309
O1 0.837 -0.518 0.099
C13 1.383 -2.731 -0.507
C14 1.207 -4.031 -0.258
C15 0.324 -4.495 0.849
O2 0.170 -5.690 1.038
O3 1.830 -4.985 -1.009
O4 -0.753 -1.220 2.203
H10 -0.955 -3.828 2.493
H11 2.019 -2.380 -1.309
H12 1.542 -5.842 -0.633
H13 -0.469 -0.365 1.821
C16 -1.030 -1.238 -5.058
C17 0.019 -1.702 -5.741
C18 1.388 -1.145 -5.535
O5 2.330 -1.604 -6.162
C19 1.545 -0.047 -4.575
C20 0.496 0.419 -3.895
C21 -0.866 -0.156 -4.081
O6 -1.802 0.282 -3.427
O7 0.629 1.443 -2.999
O8 -0.122 -2.707 -6.656
H14 -2.027 -1.634 -5.196
H15 2.540 0.361 -4.447
H16 -0.269 1.592 -2.641
H17 0.775 -2.864 -7.012
C22 6.629 -3.927 -7.916
C23 7.123 -5.167 -7.885
C24 6.273 -6.330 -7.502
O9 6.751 -7.453 -7.503
C25 4.877 -6.070 -7.129
C26 4.386 -4.830 -7.156
C27 5.227 -3.671 -7.566
O10 4.738 -2.554 -7.596
O11 3.089 -4.572 -6.808
O12 8.427 -5.418 -8.206
H18 7.234 -3.074 -8.194
H19 4.276 -6.921 -6.835
H20 2.980 -3.603 -6.911
H21 8.537 -6.386 -8.110
C28 -4.007 -0.679 8.099
C29 -4.198 -0.088 6.918
C30 -5.565 0.239 6.424
O13 -5.701 0.800 5.345
C31 -6.707 -0.135 7.264
C32 -6.519 -0.731 8.445
C33 -5.150 -1.032 8.951
O14 -5.012 -1.560 10.041
O15 -7.574 -1.086 9.234
O16 -3.144 0.245 6.112
H22 -3.019 -0.920 8.469
H23 -7.695 0.092 6.886
H24 -7.178 -1.496 10.030
H25 -3.545 0.659 5.323
C34 3.176 3.760 2.216
C35 3.037 2.550 1.671
C36 3.759 1.366 2.216
O17 3.594 0.270 1.706
C37 4.657 1.573 3.359
C38 4.799 2.785 3.902
C39 4.055 3.963 3.374
O18 4.194 5.053 3.905
O19 5.633 2.990 4.964
O20 2.222 2.349 0.590
H26 2.656 4.628 1.831
H27 5.189 0.709 3.734
H28 5.561 3.944 5.172
H29 2.290 1.392 0.386

Atom charges from the Löwdin analysis, given in e for atoms 1 to 8: C 0.133; C -0.111; C -0.173; C -0.074; F -0.023; N 0.075; F 0.158; C -0.022

(3)
The following is a quantum chemistry calculation of a structure of composition C39H29CuN6O3P, from OMol25.

Values from the calculation:
Frontier orbital gap (spin up / spin down)   5.5 / 7.3 eV
HOMO energy (spin up / spin down)   -6.12 / -8.02 eV
Spin multiplicity   2

Positions of all 79 atoms, in Å:
Cu1 0.983 -0.242 0.180
C1 -1.943 2.676 -3.247
C2 -0.652 2.413 -2.804
N1 -0.287 1.199 -2.423
C3 -1.207 0.242 -2.439
C4 -2.529 0.543 -2.774
N2 -2.887 1.746 -3.200
C5 -0.776 -1.156 -2.213
C6 -1.425 -2.153 -2.929
C7 -1.035 -3.479 -2.767
C8 0.014 -3.741 -1.911
C9 0.643 -2.697 -1.237
N3 0.246 -1.419 -1.386
C10 1.758 -2.945 -0.321
C11 2.306 -4.213 -0.089
N4 3.348 -4.414 0.692
C12 3.869 -3.338 1.288
C13 3.311 -2.088 1.125
N5 2.262 -1.891 0.332
C14 -1.721 -4.571 -3.488
C15 -2.131 -4.431 -4.811
C16 -2.763 -5.497 -5.431
N6 -3.013 -6.655 -4.829
C17 -2.635 -6.781 -3.561
C18 -1.990 -5.781 -2.853
H1 -2.233 3.644 -3.637
H2 0.107 3.183 -2.752
H3 -3.319 -0.196 -2.697
H4 -2.218 -1.901 -3.618
H5 0.352 -4.758 -1.777
H6 1.891 -5.099 -0.555
H7 4.747 -3.498 1.901
H8 3.710 -1.220 1.635
H9 -1.943 -3.516 -5.357
H10 -3.083 -5.426 -6.465
H11 -2.865 -7.730 -3.089
H12 -1.727 -5.927 -1.813
O1 -0.542 -2.389 1.176
C19 -0.195 -1.260 1.445
C20 -0.651 -0.544 2.644
C21 -1.209 -1.271 3.707
C22 -1.655 -0.609 4.832
C23 -1.563 0.779 4.901
C24 -1.002 1.492 3.856
C25 -0.529 0.840 2.721
P1 0.378 1.644 1.283
C26 1.567 2.501 2.382
C27 1.355 3.723 3.011
C28 2.338 4.261 3.831
C29 3.531 3.586 4.037
C30 3.743 2.358 3.426
C31 2.766 1.823 2.603
C32 -0.944 2.802 0.822
C33 -0.716 4.144 0.522
C34 -1.783 4.976 0.214
C35 -3.075 4.473 0.172
C36 -3.304 3.130 0.433
C37 -2.244 2.300 0.761
H13 -1.280 -2.348 3.621
H14 -2.084 -1.169 5.653
H15 -1.924 1.300 5.779
H16 -0.926 2.570 3.922
H17 0.428 4.261 2.864
H18 2.171 5.220 4.306
H19 4.299 4.018 4.665
H20 4.670 1.821 3.586
H21 2.921 0.874 2.100
H22 0.297 4.520 0.517
H23 -1.603 6.023 0.004
H24 -3.904 5.127 -0.068
H25 -4.309 2.731 0.382
H26 -2.415 1.250 0.973
C38 3.691 2.617 -1.384
C39 2.491 1.918 -0.770
O2 1.614 2.650 -0.230
O3 2.462 0.664 -0.809
H27 3.562 3.696 -1.345
H28 3.828 2.284 -2.412
H29 4.578 2.335 -0.816

Atom charges from the Löwdin analysis, given in e for atoms 1 to 8: Cu 0.310; C -0.113; C -0.094; N 0.166; C -0.201; C -0.082; N 0.090; C -0.162

Max |F| in eV Å⁻¹, matching the order above: 2.0, 7.4, 1.2